# 1
Molecular formula: C11H61Cl2NO26
Method: DFT, ωB97M-V/def2-TZVPD

Geometry as XYZ:
```
101
Properties=species:S:1:pos:R:3:forces:R:3
C 1.279 -1.087 1.020 0.701 -0.069 0.554
C 2.213 -1.311 -0.125 -0.260 -0.636 -0.270
Cl 2.441 -3.018 -0.557 -0.047 0.706 0.168
C 2.833 -0.327 -0.769 -0.420 -0.650 0.244
Cl 3.905 -0.747 -2.083 -0.041 0.249 0.170
C 2.618 1.123 -0.336 0.951 -0.114 -1.562
C 3.387 2.014 -1.333 -0.362 0.977 1.123
N 2.567 2.072 -2.536 -0.727 -0.515 0.534
C 1.235 1.929 -2.123 -0.558 0.728 -1.665
O 0.286 2.004 -2.907 1.139 -0.137 1.415
C 1.183 1.648 -0.612 -0.004 -1.596 -0.600
C 0.703 2.746 0.317 0.016 1.033 -0.228
O -0.580 2.594 0.887 0.044 -1.005 0.060
C -1.583 2.819 -0.086 -0.240 1.163 -0.388
O -2.749 2.127 0.135 0.141 -0.141 0.529
C -2.685 0.709 0.142 -0.457 -0.351 -0.041
C -3.205 0.090 -1.126 0.239 -0.562 -0.171
O -2.231 0.038 -2.169 -0.144 0.222 -0.055
H 0.844 -2.023 1.346 -0.251 -0.041 -0.027
H 0.522 -0.339 0.828 -0.255 -0.112 -0.095
H 1.871 -0.700 1.853 -0.027 0.025 0.180
H 2.994 1.231 0.678 -0.240 0.211 0.216
H 4.433 1.789 -1.466 0.109 -0.145 -0.255
H 3.294 3.009 -0.888 0.580 0.188 -0.050
H 2.799 1.450 -3.298 0.154 0.222 -0.239
H 0.531 0.778 -0.607 -0.530 0.254 0.267
H 0.682 3.698 -0.223 0.310 0.149 -0.060
H 1.417 2.868 1.122 -0.047 -0.050 0.272
H -1.194 2.683 -1.099 0.207 -0.475 -0.003
H -1.869 3.872 -0.010 -0.089 0.112 -0.038
H -1.697 0.296 0.346 0.255 0.341 -0.010
H -3.327 0.378 0.955 -0.110 0.026 0.110
H -3.440 -0.943 -0.902 0.024 -0.183 0.019
H -4.144 0.532 -1.457 -0.007 0.314 -0.029
H -2.169 0.896 -2.604 0.156 -0.018 0.000
O 5.776 4.314 -2.717 -0.031 -0.006 0.001
H 5.381 5.195 -2.756 -0.028 0.070 0.054
H 5.022 3.721 -2.772 -0.017 -0.001 -0.054
O 3.214 2.022 3.009 -0.051 0.136 -0.037
H 3.545 1.843 3.895 -0.034 -0.114 -0.006
H 2.635 2.785 3.125 -0.003 0.015 0.027
O -0.011 -5.770 -0.199 -0.012 -0.038 -0.043
H 0.327 -5.891 -1.097 0.037 0.018 0.104
H 0.320 -4.901 0.045 -0.029 0.082 0.032
O -5.180 -1.411 0.503 0.198 -0.025 0.225
H -5.374 -1.462 1.444 -0.042 -0.173 -0.005
H -5.980 -1.749 0.085 -0.039 0.051 0.009
O -4.582 -3.794 -1.050 0.037 -0.057 -0.604
H -4.378 -4.712 -0.851 0.256 -0.002 0.018
H -4.376 -3.330 -0.230 -0.270 0.029 0.120
O -5.523 -4.424 1.336 0.358 0.248 0.381
H -5.987 -5.089 0.820 -0.271 -0.172 0.150
H -5.392 -4.825 2.200 -0.242 -0.140 -0.059
O 4.561 -4.415 -3.207 -0.036 -0.060 -0.038
H 4.253 -3.752 -2.582 -0.002 0.094 0.025
H 3.894 -5.108 -3.146 -0.010 -0.010 0.097
O -7.194 -6.402 2.718 -0.054 -0.106 0.184
H -7.398 -6.461 3.656 0.009 -0.010 -0.003
H -7.984 -6.732 2.278 0.047 0.045 -0.109
O 5.057 -0.999 2.252 0.036 -0.131 -0.268
H 4.699 -1.516 1.521 -0.148 -0.088 -0.012
H 5.302 -0.170 1.819 0.048 0.240 0.120
O 6.708 -3.790 2.490 -0.100 0.051 -0.070
H 6.294 -2.921 2.419 0.053 0.103 0.118
H 5.973 -4.408 2.443 0.038 -0.041 0.017
O 0.006 4.481 -5.088 0.018 0.036 0.056
H -0.315 3.709 -5.564 0.001 -0.006 0.002
H 0.318 4.116 -4.252 -0.017 -0.126 -0.014
O 2.294 -6.351 -1.900 0.033 -0.102 -0.156
H 2.132 -7.140 -2.428 0.026 0.018 -0.042
H 2.540 -6.691 -1.032 -0.014 0.067 0.037
O -3.230 -1.816 -4.270 0.041 -0.040 -0.024
H -3.039 -2.740 -4.080 -0.233 -0.038 0.141
H -3.023 -1.347 -3.449 0.181 0.076 -0.099
O -6.958 -5.767 -0.903 0.167 0.197 -0.092
H -7.443 -6.072 -1.675 -0.012 -0.050 0.039
H -6.444 -5.007 -1.219 -0.049 0.067 -0.007
O -7.369 0.360 0.271 -0.226 0.168 -0.053
H -7.382 0.635 -0.652 -0.044 0.004 0.002
H -6.549 0.728 0.615 0.069 -0.099 -0.040
O 4.371 6.993 -2.351 -0.048 0.047 0.042
H 3.498 7.310 -2.603 0.008 -0.055 -0.084
H 4.602 7.509 -1.573 0.064 -0.049 0.008
O 0.545 4.900 2.808 -0.331 0.029 0.235
H 0.259 5.826 2.811 0.321 0.098 -0.210
H -0.274 4.391 2.758 0.095 -0.132 -0.312
O -2.819 -5.040 -4.470 0.150 0.046 -0.105
H -2.923 -5.910 -4.867 -0.076 -0.014 0.050
H -2.248 -4.570 -5.088 0.004 -0.002 -0.008
O 6.708 1.437 1.231 -0.166 -0.295 0.138
H 7.223 0.656 1.464 0.165 0.086 -0.079
H 6.751 1.994 2.015 -0.035 0.065 -0.044
O -0.850 4.388 5.430 -0.241 0.239 -0.022
H -0.794 3.499 5.066 0.200 -0.047 0.120
H -0.416 4.942 4.769 0.120 -0.180 0.116
O 0.589 2.009 6.456 -0.070 -0.136 -0.020
H 0.390 2.678 7.121 -0.001 0.108 -0.105
H -0.139 1.383 6.522 0.067 -0.071 0.050
O 1.121 7.730 3.113 -0.165 -0.038 0.156
H 1.474 7.491 3.977 0.099 -0.011 -0.043
H 0.626 8.540 3.277 -0.005 0.012 -0.073
```
Forces are in eV/Å.

## Properties
2S+1: 1
Highest occupied orbital energy, eV: -9.58
E_LUMO, Ha: -0.0021
Electronic energy, hartree: -3387.048061
Orbital gap, eV: 9.5



# 2
Molecular formula: H34O17
Method: DFT, ωB97M-V/def2-TZVPD

Geometry as XYZ:
```
51
Properties=species:S:1:pos:R:3:forces:R:3
O 1.997 2.171 0.815 0.011 0.729 -0.261
H 2.565 1.410 0.938 0.013 -0.299 0.049
H 1.087 1.875 0.864 0.128 -0.588 0.415
O 2.286 -5.147 1.186 1.349 -1.080 -0.218
H 1.730 -4.778 0.511 -0.747 0.584 0.321
H 2.121 -4.839 2.077 -0.533 0.625 -0.249
O -2.320 -3.560 1.016 0.969 -0.412 0.513
H -3.155 -3.325 0.658 -1.168 0.374 -0.419
H -2.004 -4.266 0.446 0.099 0.045 0.012
O -0.588 1.955 -3.774 0.229 -0.211 0.209
H -0.399 1.475 -2.957 -0.069 -0.163 -0.097
H -0.502 2.867 -3.479 -0.158 0.446 -0.059
O 2.265 -2.322 2.430 -0.468 -0.407 -0.071
H 2.847 -1.725 1.949 0.113 0.372 -0.042
H 1.732 -1.813 3.047 0.258 0.153 0.075
O -4.681 2.354 -2.478 -0.317 0.578 -0.366
H -3.987 1.919 -2.991 -0.158 -0.158 0.582
H -4.689 1.947 -1.611 0.259 -0.352 0.015
O 4.552 -0.692 1.405 -0.552 0.378 0.252
H 4.847 -1.460 1.902 0.347 -0.107 -0.270
H 5.029 -0.680 0.571 0.135 -0.324 0.029
O -3.736 0.774 3.336 -0.359 0.380 -0.416
H -3.720 1.185 4.200 0.067 0.011 0.218
H -2.822 0.530 3.142 0.106 -0.310 0.262
O 0.010 -1.613 0.310 -0.412 -1.746 -1.135
H -0.406 -0.775 0.125 0.651 0.818 0.712
H 0.629 -1.750 1.019 0.238 0.817 0.441
O -1.343 -0.742 3.469 1.217 0.104 -1.080
H -1.205 -1.226 2.635 -0.880 -0.565 0.084
H -0.516 -0.242 3.387 -0.214 0.441 0.732
O -2.645 0.407 -2.819 0.092 -0.396 -1.045
H -2.217 0.837 -3.579 0.400 0.593 0.445
H -2.954 -0.375 -3.290 -0.357 -0.379 0.552
O -4.903 1.686 0.811 0.117 0.326 -0.014
H -5.149 2.579 0.553 -0.087 0.029 -0.078
H -4.623 1.779 1.735 0.070 -0.432 0.043
O 3.257 -0.111 -2.426 0.109 -0.267 0.247
H 3.625 -0.906 -2.826 -0.005 0.129 -0.233
H 3.089 -0.398 -1.520 -0.175 0.159 0.022
O -0.243 3.938 -1.020 -1.746 0.324 -0.231
H 0.540 3.472 -0.803 1.463 -0.181 0.417
H -0.585 4.391 -0.244 0.227 -0.063 0.136
O -0.764 1.138 0.339 1.023 -1.200 0.819
H -0.431 1.967 -0.002 -1.376 0.452 -0.719
H -1.707 0.973 0.297 -0.354 0.965 -0.410
O 4.599 -3.563 -0.086 0.207 0.395 -0.260
H 4.227 -3.459 -0.965 0.098 0.004 -0.105
H 3.974 -4.145 0.348 -0.371 -0.430 0.489
O 1.541 3.699 -2.986 -0.360 0.479 -0.349
H 1.526 2.813 -3.345 0.459 -0.386 -0.043
H 2.217 3.771 -2.317 0.414 -0.254 0.076
```
Forces are in eV/Å.

## Properties
2S+1: 1
Highest occupied orbital energy, eV: -10.60
ΔE to the lowest compared entry with this formula, charge and spin, kcal per mole: 60.8
E_LUMO, Ha: -0.0124
Electronic energy, hartree: -1299.433125
Orbital gap, eV: 10.3